The following is a quantum chemistry calculation of a molecular structure, C6H10, from OMol25.

```
16
Properties=species:S:1:pos:R:3:forces:R:3
C -1.678 -0.960 -0.912 0.0467 -0.0492 0.0287
C -1.587 0.372 -0.206 -0.3854 -0.1493 -0.2663
C -1.441 0.400 1.285 0.3988 0.2280 -0.3161
C -0.319 0.890 0.756 0.0022 -0.2131 0.4568
C 1.163 0.758 0.999 0.0533 0.0717 0.0705
C 1.765 -0.494 0.360 0.0027 -0.0717 -0.0410
H -1.170 -1.736 -0.334 -0.0590 0.1219 -0.0842
H -2.738 -1.229 -0.985 0.1249 0.0679 0.0134
H -1.263 -0.928 -1.924 -0.0559 -0.0046 0.1347
H -0.412 1.091 -0.476 -0.0649 0.0285 -0.0654
H -2.125 1.191 -0.691 0.1290 -0.0851 0.0936
H 1.266 0.709 2.088 -0.0133 0.0147 -0.1216
H 1.699 1.650 0.658 -0.0944 -0.1155 0.0299
H 1.622 -0.496 -0.728 0.0103 0.0069 0.1506
H 2.841 -0.549 0.552 -0.1583 0.0224 -0.0206
H 1.294 -1.395 0.766 0.0635 0.1267 -0.0630
```
Forces are in eV/Å.

- charge = 0
- E (Eh) = -234.4224
- relative energy (zero: lowest compared OMol25 entry of this formula, charge and spin) (kJ/mol) = 473.0
- gap between HOMO and LUMO (eV) = 9.62

Mulliken population analysis, charges in e, atoms 1 to 8: C -1.2007; C 0.0785; C -0.7987; C 0.3645; C -0.3318; C -1.0616; H 0.2688; H 0.3983